Computed, not measured: a molecular structure, C13H10Cl5NSn in a non-equilibrium geometry, with the ωB97M-V functional and the def2-TZVPD basis.

Its charge is -2. The total energy comes out at -3071.112817 a.u. Its energy relative to the best compared isomer or geometry (same formula, charge and spin) is 0.0 kJ/mol. Its orbital gap (alpha / beta) is 3.037 / 3.032 eV.

Cartesian coordinates (Å):
C  -0.4816  0.9692  -3.3424
C  0.9073  1.0236  -3.1354
C  1.1595  1.5820  -1.8755
C  -0.0893  1.8463  -1.2360
C  -1.1326  1.4490  -2.1586
Sn  -0.8678  -0.5162  -0.7517
N  -3.0263  0.2881  0.0476
C  0.5173  -2.0518  -1.6338
C  1.8553  -1.7893  -1.3339
H  2.1476  1.7474  -1.4313
H  1.6870  0.7275  -3.8408
H  -0.2720  2.3670  -0.2958
H  -2.1892  1.6678  -2.0017
H  -1.0037  0.6869  -4.2651
H  2.5004  -1.2462  -2.0077
H  -0.0075  -2.8198  -1.0022
H  -2.9140  -0.7920  0.0457
H  2.2949  -1.9648  -0.3645
H  -0.0055  -1.7995  -2.5872
Cl  -1.4656  -2.6693  1.4434
C  -0.8027  -1.2132  2.1270
C  -0.1280  -0.3043  1.3276
C  0.6597  0.6841  1.9140
Cl  1.8011  1.6683  1.0818
C  0.6462  0.8738  3.3063
Cl  1.6484  2.0404  4.0431
C  -0.1995  0.0730  4.1220
Cl  -0.2873  0.3610  5.8145
C  -0.9415  -0.9821  3.5211
Cl  -2.0106  -1.9064  4.4694